Entry 1:
The following is a DFT calculation (ωB97M-V/def2-TZVPD) of C20H21N3OS in the gas phase.

As for the gap between HOMO and LUMO: 8.6 eV. The energy above the lowest of the compared OMol25 structures with the same formula, charge and spin is 1.562 eV. The SMILES is CCc1ccc(NC(=S)N(Cc2cccnc2)Cc2ccco2)cc1. The calculation puts the largest force on an atom at 1.04 eV Å⁻¹.

Structure (ORCA input):
```
! wB97M-V def2-TZVPD RIJCOSX def2/J DEFGRID3
* xyz 0 1
C 1.30 -6.21 2.36
C 1.66 -4.78 2.75
C 0.77 -3.80 2.05
C -0.45 -3.41 2.60
C -1.28 -2.54 1.94
C -0.92 -2.02 0.70
N -1.81 -1.15 0.05
C -1.58 -0.37 -1.05
S -2.77 -0.31 -2.21
N -0.43 0.33 -1.15
C -0.09 0.99 -2.40
C -0.38 2.47 -2.43
C 0.54 3.36 -2.96
C 0.25 4.71 -2.98
C -0.97 5.12 -2.46
N -1.87 4.29 -1.97
C -1.59 3.00 -1.96
C 0.42 0.65 -0.02
C 0.34 2.10 0.35
C 1.23 3.12 0.23
C 0.58 4.28 0.73
C -0.66 3.87 1.11
O -0.81 2.56 0.89
C 0.29 -2.42 0.12
C 1.12 -3.29 0.80
H 1.95 -6.92 2.87
H 1.41 -6.35 1.28
H 0.27 -6.43 2.62
H 2.70 -4.58 2.50
H 1.55 -4.66 3.83
H -0.74 -3.80 3.56
H -2.23 -2.25 2.38
H -2.79 -1.39 0.16
H -0.67 0.50 -3.19
H 0.97 0.83 -2.59
H 1.49 3.00 -3.34
H 0.94 5.43 -3.38
H -1.25 6.17 -2.44
H -2.36 2.35 -1.57
H 1.45 0.41 -0.26
H 0.10 0.06 0.84
H 2.23 3.06 -0.17
H 0.98 5.27 0.79
H -1.49 4.40 1.53
H 0.56 -2.06 -0.86
H 2.05 -3.59 0.34
*
```

***

Entry 2:
The following is a DFT calculation (ωB97M-V/def2-TZVPD) of C36H56O24S2 as an isolated structure.

As for the gap between HOMO and LUMO: 10.5 eV. The energy above the lowest of the compared OMol25 structures with the same formula, charge and spin is 0.000 eV. The calculation puts the largest force on an atom at 2.94 eV Å⁻¹.

Structure (ORCA input):
```
! wB97M-V def2-TZVPD RIJCOSX def2/J DEFGRID3
* xyz 0 1
O -1.38 -3.18 -0.01
C -2.37 -2.53 0.24
O -2.71 -2.16 1.47
C -3.95 -1.43 1.49
C -4.20 -1.01 0.04
C -3.42 -2.09 -0.74
H -3.79 -0.58 2.15
H -4.74 -2.03 1.93
H -3.73 -0.05 -0.14
H -5.27 -0.99 -0.17
H -3.00 -1.61 -1.63
H -4.02 -2.89 -1.17
O -2.28 -3.07 4.61
C -1.16 -3.42 4.39
O -0.15 -3.08 5.24
C 1.14 -3.23 4.59
C 0.82 -3.72 3.17
C -0.63 -4.20 3.21
H 1.65 -3.95 5.22
H 1.65 -2.27 4.51
H 1.54 -4.50 2.89
H 0.99 -2.98 2.38
H -0.64 -5.25 3.51
H -1.23 -3.97 2.35
O -2.97 6.78 -3.16
C -2.37 6.12 -2.37
O -2.81 4.89 -1.99
C -1.72 4.18 -1.42
C -0.94 5.26 -0.65
C -1.16 6.51 -1.51
H -1.12 3.57 -2.09
H -2.01 3.44 -0.67
H 0.11 5.00 -0.51
H -1.44 5.40 0.30
H -0.39 6.80 -2.21
H -1.45 7.38 -0.93
O -3.16 -2.24 -6.38
C -2.37 -2.60 -5.57
O -2.71 -3.13 -4.36
C -1.54 -3.42 -3.63
C -0.42 -2.51 -4.15
C -0.86 -2.46 -5.62
H -1.25 -4.48 -3.68
H -1.64 -3.24 -2.55
H 0.55 -2.99 -4.09
H -0.48 -1.57 -3.60
H -0.38 -3.26 -6.19
H -0.49 -1.58 -6.13
O 3.85 -2.24 -1.43
C 3.00 -3.07 -1.35
O 2.23 -3.21 -0.25
C 1.51 -4.48 -0.32
C 1.33 -4.71 -1.81
C 2.66 -4.18 -2.36
H 0.57 -4.40 0.22
H 2.25 -5.16 0.10
H 0.51 -4.10 -2.16
H 1.16 -5.78 -1.95
H 2.57 -3.73 -3.35
H 3.50 -4.86 -2.31
O 1.27 4.38 -3.87
C 2.05 3.95 -3.08
O 2.22 4.51 -1.85
C 3.13 3.75 -1.07
C 3.95 2.91 -2.08
C 2.95 2.74 -3.21
H 2.71 2.99 -0.41
H 3.81 4.38 -0.51
H 4.32 1.99 -1.63
H 4.82 3.47 -2.40
H 2.32 1.86 -3.11
H 3.47 2.75 -4.17
O 5.40 2.56 6.90
C 4.86 1.86 6.10
O 5.05 2.01 4.76
C 4.42 0.97 4.02
C 4.02 -0.09 5.04
C 3.93 0.66 6.35
H 5.14 0.48 3.35
H 3.64 1.35 3.37
H 4.75 -0.89 5.19
H 3.15 -0.67 4.72
H 4.33 0.19 7.24
H 3.00 1.19 6.58
O -3.23 1.76 5.18
C -2.25 1.20 4.78
O -2.14 0.75 3.50
C -0.90 0.06 3.34
C 0.01 0.45 4.50
C -1.00 0.84 5.55
H -0.56 0.19 2.31
H -1.11 -1.02 3.34
H 0.68 1.24 4.12
H 0.69 -0.35 4.76
H -0.68 1.76 6.06
H -1.21 0.18 6.38
C -4.66 2.58 -3.76
C -3.56 3.24 -4.55
O -2.36 2.69 -3.95
S -2.59 1.16 -3.65
O -2.12 0.84 -2.34
O -2.19 0.38 -4.75
O -4.18 1.23 -3.63
H -5.61 2.53 -4.28
H -4.85 3.03 -2.78
H -3.48 4.32 -4.54
H -3.58 2.86 -5.58
C 0.14 -0.68 -0.86
C 0.73 0.59 -1.44
O 2.10 0.61 -0.99
S 2.02 0.25 0.60
O 1.41 1.30 1.34
O 3.23 -0.30 1.06
O 0.91 -0.86 0.31
H 0.33 -1.39 -1.66
H -0.91 -0.64 -0.59
H 0.27 1.47 -0.96
H 0.71 0.72 -2.51
*
```

***

Entry 3:
The following is a DFT calculation (ωB97M-V/def2-TZVPD) of C7H28N7O10 as an isolated structure.

As for the gap between HOMO and LUMO: 7.0 eV. The energy above the lowest of the compared OMol25 structures with the same formula, charge and spin is 24.003 eV. The calculation puts the largest force on an atom at 13.00 eV Å⁻¹.

Structure (ORCA input):
```
! wB97M-V def2-TZVPD RIJCOSX def2/J DEFGRID3
* xyz -1 1
N -0.16 0.52 0.15
O 0.01 0.89 -0.97
O -1.06 0.89 0.82
O 0.68 -0.24 0.73
C -1.59 0.61 3.22
O -2.57 0.77 2.27
H -1.22 -0.41 3.32
H -0.80 1.35 3.21
H -1.99 0.64 4.23
H -1.99 0.68 1.51
C -0.87 -2.22 -0.46
O -1.35 -1.56 -1.64
H -0.79 -1.47 0.32
H -1.62 -2.93 -0.12
H 0.06 -2.78 -0.60
H -0.85 -1.76 -2.44
C -1.52 3.14 -0.66
O -0.25 2.74 -1.05
H -2.02 2.44 0.01
H -1.48 4.05 -0.06
H -2.22 3.20 -1.49
H -0.12 1.80 -0.89
C 0.01 -2.65 2.08
O 0.21 -1.20 2.30
H -1.01 -2.89 1.79
H 0.79 -3.01 1.41
H 0.21 -3.15 3.03
H 0.12 -0.78 1.44
C 3.22 -1.33 1.30
O 4.24 -1.87 1.64
N 2.49 -1.62 0.18
N 2.67 -0.27 1.91
H 1.77 -0.99 -0.13
H 2.77 -2.49 -0.26
H 3.15 0.08 2.73
H 1.73 -0.08 1.60
C -2.39 1.24 -2.43
O -3.50 1.61 -2.67
N -2.06 0.35 -1.55
N -1.37 1.68 -3.01
H -2.66 -0.37 -1.16
H -1.07 0.22 -1.41
H -1.40 2.06 -3.94
H -0.52 1.20 -2.73
C 2.46 0.34 -1.69
O 3.53 -0.04 -2.18
N 2.42 0.94 -0.53
N 1.29 0.22 -2.24
H 1.57 1.35 -0.17
H 3.29 1.01 -0.02
H 0.56 0.37 -1.57
H 1.19 -0.29 -3.11
*
```

***

Question: Which value of gap between HOMO and LUMO does entry 2 give?
Answer: 10.5 eV

***

Question: The lowest gap between HOMO and LUMO belongs to which entry?
Answer: C7H28N7O10

***

Question: The lowest gap between HOMO and LUMO belongs to which entry?
Answer: C7H28N7O10